{"formula": "C39H62N4O14Ti", "method": "ωB97M-V with the def2-TZVPD basis set", "symbols": ["Ti", "N", "O", "O", "O", "C", "C", "C", "C", "C", "C", "N", "O", "C", "C", "C", "H", "H", "H", "H", "H", "H", "H", "H", "H", "H", "H", "H", "H", "H", "H", "H", "H", "H", "C", "C", "C", "C", "C", "C", "N", "O", "C", "C", "C", "H", "H", "H", "H", "H", "H", "H", "H", "H", "H", "H", "H", "H", "H", "H", "H", "H", "H", "C", "C", "C", "C", "C", "C", "N", "O", "C", "C", "C", "H", "H", "H", "H", "H", "H", "H", "H", "H", "H", "H", "H", "H", "H", "H", "H", "H", "H", "C", "C", "C", "O", "C", "C", "C", "O", "O", "O", "H", "H", "H", "H", "C", "C", "C", "O", "C", "C", "C", "O", "O", "O", "H", "H", "H", "H"], "positions_angstrom": [[-0.612, 1.773, -0.337], [1.787, 1.864, -2.048], [0.805, 2.339, -2.652], [2.740, 1.301, -2.604], [1.637, 1.890, -0.753], [0.937, 3.433, 2.808], [0.633, 1.971, 3.010], [1.031, 1.505, 4.470], [0.068, 1.893, 5.526], [-1.225, 1.099, 5.257], [-1.803, 1.557, 3.877], [-0.724, 1.534, 2.760], [-1.356, 2.022, 1.479], [-2.789, 0.540, 3.338], [-2.541, 2.918, 3.974], [1.462, 1.038, 2.077], [0.573, 4.022, 3.676], [0.364, 3.735, 1.921], [2.054, 3.515, 2.723], [1.048, 0.419, 4.467], [2.071, 1.800, 4.605], [-0.108, 2.961, 5.426], [0.461, 1.708, 6.563], [-2.059, 1.165, 5.932], [-0.937, 0.070, 5.245], [-2.228, -0.469, 3.412], [-3.670, 0.496, 4.052], [-3.209, 0.762, 2.332], [-1.948, 3.754, 4.468], [-2.750, 3.448, 3.065], [-3.421, 2.800, 4.576], [2.475, 1.451, 1.864], [0.853, 0.758, 1.190], [1.554, 0.024, 2.554], [-3.241, -2.866, -1.409], [-2.050, -2.150, -0.854], [-0.907, -3.237, -0.866], [-0.733, -3.722, -2.319], [-0.110, -2.499, -3.044], [-1.065, -1.306, -3.250], [-1.679, -1.031, -1.869], [-1.267, 0.089, -1.349], [-0.353, -0.023, -3.756], [-2.092, -1.641, -4.267], [-2.304, -1.654, 0.557], [-3.470, -2.719, -2.461], [-4.169, -2.458, -0.943], [-3.201, -3.965, -1.222], [0.048, -2.754, -0.520], [-1.207, -3.968, -0.134], [-1.568, -4.238, -2.853], [0.041, -4.553, -2.352], [0.235, -2.799, -3.992], [0.750, -2.232, -2.473], [-0.426, -0.082, -4.834], [-0.850, 0.881, -3.540], [0.764, 0.052, -3.693], [-1.483, -2.173, -5.060], [-2.914, -2.307, -3.973], [-2.474, -0.654, -4.628], [-1.495, -1.969, 1.199], [-3.240, -2.113, 0.727], [-2.499, -0.587, 0.670], [3.028, -4.921, -0.959], [3.288, -4.552, 0.504], [4.502, -5.181, 1.215], [5.860, -4.604, 0.586], [5.911, -3.089, 0.932], [4.695, -2.325, 0.442], [3.327, -3.092, 0.731], [2.272, -2.403, 0.822], [4.476, -0.925, 1.023], [4.646, -2.055, -1.059], [1.989, -5.040, 1.321], [3.967, -4.790, -1.457], [2.356, -4.217, -1.444], [2.692, -5.957, -1.127], [4.520, -4.844, 2.303], [4.359, -6.241, 1.092], [5.894, -4.850, -0.474], [6.672, -5.055, 1.099], [6.771, -2.537, 0.582], [5.679, -3.095, 2.036], [4.143, -0.861, 2.090], [5.427, -0.373, 0.950], [3.759, -0.500, 0.349], [5.035, -2.927, -1.577], [3.653, -1.803, -1.509], [5.324, -1.258, -1.254], [1.961, -6.149, 1.318], [1.029, -4.711, 0.816], [1.978, -4.672, 2.366], [-4.990, 1.216, -2.818], [-3.787, 1.851, -2.813], [-3.111, 2.250, -1.578], [-1.878, 2.474, -1.562], [-3.927, 2.389, -0.445], [-4.959, 1.435, -0.388], [-5.407, 0.683, -1.631], [-6.295, -0.128, -1.376], [-5.750, 1.213, 0.609], [-3.323, 2.228, -4.065], [-5.517, 1.082, -3.766], [-3.624, 2.897, 0.483], [-6.179, 0.373, 0.577], [-2.388, 2.482, -3.828], [0.406, 5.409, -0.647], [-0.886, 5.620, -0.396], [-1.806, 5.920, -1.553], [-2.968, 6.158, -1.325], [-1.330, 5.867, -2.983], [-0.048, 5.468, -3.192], [0.860, 5.275, -1.992], [2.015, 4.993, -2.251], [0.608, 5.360, -4.334], [-1.413, 5.669, 0.793], [1.075, 5.137, 0.195], [-1.978, 6.140, -3.778], [1.549, 5.191, -4.060], [-2.377, 5.958, 0.663]], "mulliken_charge": [1.328, 0.703, -0.448, -0.683, -0.649, -1.163, 1.193, -1.385, -0.708, -1.363, 1.209, 0.007, 0.771, -1.073, -1.405, -0.569, 0.426, -0.249, 0.523, 0.438, 0.515, 0.302, 0.396, 0.489, 0.363, 0.216, 0.536, -0.157, 0.280, 0.068, 0.537, 0.434, -0.825, 0.275, -1.295, 2.298, -1.963, -0.581, -1.930, 1.859, -0.076, 0.949, -2.065, -1.253, -1.739, -0.063, 0.511, 0.240, 0.353, 0.759, 0.413, 0.382, 0.708, 0.418, 0.645, 0.148, 0.067, 0.372, 0.131, 0.410, 0.231, 0.544, -0.039, -1.252, 1.229, -1.239, -0.717, -1.074, 1.485, 0.400, -0.255, -1.791, -1.665, -1.344, 0.370, -0.038, 0.462, 0.292, 0.446, 0.369, 0.448, 0.406, 0.307, 0.353, 0.453, 0.410, 0.515, 0.077, 0.560, 0.443, 0.027, 0.385, -0.914, 0.209, 0.702, 0.006, -1.171, 0.307, 0.986, -0.832, -0.581, -0.738, 0.457, 0.075, 0.354, 0.276, -0.465, 0.027, 1.005, -0.659, -0.975, 0.170, 1.228, -0.732, -0.655, -0.594, 0.358, 0.526, 0.409, 0.396], "mol_weight_g_mol": 858.81, "charge": 0, "energy_ha": -3644.6575, "gap_ha": [0.1798, 0.1933], "multiplicity": 7, "homo_ev": [-5.69, -7.88]}